Record 1
A cluster of 2 separate species, C11H17N2 in total at a distorted geometry, computed with wB97M-V/def2-TZVPD.

```
30
Properties=species:S:1:pos:R:3:mulliken_spin:R:1
C 0.52 -2.03 -3.41 0.005
C -1.47 -2.22 -1.60 -0.051
C -0.19 -1.96 -2.07 -0.178
C -0.30 -1.61 0.29 0.210
C 0.55 -1.53 -0.80 0.443
C -0.06 -1.17 1.59 -0.225
C 1.84 -1.25 -0.53 -0.013
C 1.25 -1.12 1.86 -0.082
C 2.20 -1.11 0.88 -0.178
N -1.59 -1.82 -0.23 0.045
H -2.54 -2.30 -2.04 0.002
H -2.34 -2.18 0.33 -0.002
H 1.07 -1.09 -3.69 -0.009
H -0.29 -1.95 -4.16 0.004
H -0.95 -1.19 2.26 0.015
H 2.58 -1.05 -1.38 0.016
H 1.72 -0.99 2.85 0.146
H 3.17 -0.90 1.15 -0.092
H 1.23 -2.82 -3.33 0.004
C -1.16 2.47 1.07 -0.086
C -1.01 3.88 0.88 0.344
N 0.18 1.77 1.23 2.165
H -1.84 2.32 1.93 -0.073
H -1.66 1.98 0.19 0.016
H 0.01 4.20 0.72 -0.175
H -1.02 4.26 1.96 -0.108
H 0.28 1.29 2.16 -0.340
H 0.36 1.21 0.40 -0.216
H 1.09 2.41 1.23 -0.554
H -1.62 4.51 0.23 -0.031
```

The calculation puts the relative energy (zero: lowest compared OMol25 entry of this formula, charge and spin) at 178.1 kJ/mol. Its expectation value of S² is 0.751. The calculation puts the gap between HOMO and LUMO (spin up / spin down) at 4.053 / 8.681 eV. Its LUMO energy (spin up / spin down) is 0.826 / 0.613 eV. The multiplicity is 2. The HOMO energy (spin up / spin down) comes out at -3.23 / -8.07 eV.

Record 2
A cluster of 10 separate species, C75H170N10O15 in total at a distorted geometry, computed with wB97M-V/def2-TZVPD.

```
270
Properties=species:S:1:pos:R:3:mulliken_charge:R:1
C 14.58 2.46 4.75 -1.637
C 14.43 0.96 4.86 1.344
C 15.20 0.51 6.12 -1.847
C 12.97 0.59 5.19 -1.117
C 11.96 0.70 4.03 -0.741
C 12.39 -0.13 2.83 -1.120
C 13.86 0.22 2.40 1.463
C 14.44 -1.00 1.61 -1.851
C 13.95 1.57 1.59 -1.758
N 14.77 0.23 3.59 0.321
O 16.16 0.30 3.35 -0.479
H 15.57 2.80 4.45 0.391
H 13.98 2.87 3.94 0.261
H 14.46 2.99 5.70 0.408
H 15.11 1.15 7.00 0.355
H 14.83 -0.46 6.45 0.423
H 16.27 0.37 5.97 0.398
H 13.08 -0.44 5.55 0.437
H 12.57 1.08 6.08 0.414
H 10.95 0.36 4.26 0.375
H 11.90 1.74 3.69 0.304
H 11.68 0.04 2.03 0.428
H 12.23 -1.19 3.04 0.446
H 15.23 -0.66 0.95 0.359
H 13.56 -1.29 1.03 0.505
H 14.74 -1.87 2.20 0.387
H 13.41 2.37 2.08 0.342
H 13.58 1.35 0.59 0.453
H 15.00 1.84 1.55 0.386
H 16.39 -0.62 3.51 0.350
C -1.96 -13.70 -2.54 -1.583
C -0.73 -13.60 -1.66 1.856
C 0.02 -14.88 -1.67 -2.004
C 0.20 -12.52 -2.24 -1.374
C -0.26 -11.07 -2.05 -0.616
C -0.62 -10.77 -0.59 -1.152
C -1.56 -11.80 0.05 1.350
C -1.39 -11.54 1.62 -1.597
C -3.00 -11.57 -0.45 -1.556
N -1.02 -13.19 -0.24 -0.043
O -1.77 -14.17 0.49 -0.458
H -2.37 -12.77 -2.96 0.329
H -1.81 -14.36 -3.39 0.398
H -2.81 -14.16 -2.04 0.349
H 0.36 -15.06 -2.69 0.404
H 0.89 -15.01 -1.03 0.426
H -0.68 -15.68 -1.42 0.415
H 1.17 -12.73 -1.79 0.456
H 0.33 -12.80 -3.28 0.437
H 0.39 -10.30 -2.46 0.392
H -1.23 -11.00 -2.55 0.239
H -1.13 -9.81 -0.54 0.364
H 0.28 -10.75 0.03 0.424
H -1.50 -12.43 2.23 0.378
H -2.06 -10.73 1.90 0.353
H -0.35 -11.30 1.84 0.378
H -3.62 -12.47 -0.38 0.269
H -3.21 -11.10 -1.41 0.312
H -3.47 -10.89 0.27 0.475
H -2.64 -13.94 0.17 0.380
C -0.31 12.62 -5.65 -1.828
C -0.85 11.53 -4.69 1.367
C -0.19 10.15 -5.05 -1.592
C -0.34 12.01 -3.30 -1.053
C -1.05 11.39 -2.16 -0.684
C -2.56 11.62 -2.31 -1.232
C -3.16 11.00 -3.61 1.294
C -3.24 9.44 -3.33 -1.506
C -4.55 11.64 -3.72 -1.937
N -2.31 11.44 -4.72 0.429
O -2.76 11.12 -5.96 -0.498
H -0.52 13.61 -5.24 0.424
H 0.73 12.50 -5.96 0.365
H -0.82 12.83 -6.60 0.378
H 0.89 10.22 -4.90 0.416
H -0.58 9.43 -4.34 0.326
H -0.41 9.91 -6.09 0.362
H 0.71 11.77 -3.15 0.346
H -0.36 13.10 -3.20 0.365
H -0.76 10.36 -1.96 0.352
H -0.72 11.86 -1.24 0.381
H -2.84 12.67 -2.42 0.385
H -3.11 11.22 -1.46 0.475
H -3.64 8.96 -4.23 0.347
H -3.70 9.16 -2.38 0.387
H -2.22 9.12 -3.18 0.341
H -4.56 12.73 -3.71 0.397
H -5.29 11.24 -3.02 0.369
H -4.95 11.29 -4.68 0.469
H -3.13 11.95 -6.28 0.356
C 8.04 0.13 -6.25 -1.674
C 8.13 0.83 -7.62 1.440
C 7.91 2.40 -7.48 -1.918
C 9.57 0.71 -8.24 -1.199
C 9.88 -0.68 -8.80 -0.667
C 8.82 -1.07 -9.88 -1.047
C 7.39 -0.89 -9.39 1.632
C 6.41 -0.99 -10.57 -2.075
C 7.05 -2.02 -8.50 -1.730
N 7.18 0.45 -8.71 0.133
O 5.90 0.58 -8.31 -0.457
H 7.02 0.11 -5.86 0.350
H 8.55 -0.82 -6.12 0.350
H 8.59 0.77 -5.55 0.461
H 8.74 2.89 -6.98 0.428
H 7.79 2.90 -8.45 0.440
H 7.04 2.57 -6.85 0.393
H 9.73 1.52 -8.95 0.422
H 10.31 0.90 -7.47 0.419
H 10.84 -0.58 -9.31 0.375
H 10.01 -1.42 -8.01 0.353
H 9.00 -2.11 -10.16 0.408
H 8.98 -0.46 -10.76 0.365
H 6.43 -0.06 -11.14 0.483
H 5.38 -1.22 -10.33 0.388
H 6.68 -1.83 -11.21 0.425
H 7.26 -2.93 -9.07 0.466
H 6.07 -2.18 -8.07 0.298
H 7.77 -2.04 -7.68 0.330
H 5.69 1.07 -9.11 0.409
C 2.20 1.03 1.39 -1.561
C 0.71 1.52 1.27 1.143
C 0.38 2.10 2.66 -2.017
C 0.53 2.69 0.18 -0.940
C 0.55 2.19 -1.21 -0.822
C -0.61 1.22 -1.36 -1.084
C -0.66 0.02 -0.39 1.613
C -2.14 -0.38 -0.35 -1.986
C 0.20 -1.10 -0.85 -1.832
N -0.27 0.47 1.00 0.525
O -0.43 -0.48 2.00 -0.494
H 2.94 1.81 1.23 0.353
H 2.47 0.60 2.36 0.368
H 2.41 0.35 0.57 0.328
H 0.47 1.43 3.51 0.428
H 1.04 2.95 2.82 0.431
H -0.61 2.57 2.64 0.438
H -0.39 3.20 0.47 0.368
H 1.46 3.27 0.19 0.421
H 0.64 2.97 -1.97 0.391
H 1.48 1.63 -1.28 0.345
H -0.41 0.82 -2.36 0.449
H -1.51 1.83 -1.34 0.370
H -2.42 -1.25 0.24 0.400
H -2.49 -0.69 -1.34 0.411
H -2.81 0.37 0.08 0.447
H 1.26 -0.85 -0.90 0.351
H -0.06 -1.49 -1.84 0.456
H 0.18 -1.96 -0.17 0.353
H -1.23 -0.15 2.41 0.347
C -8.54 2.88 3.76 -0.717
O -9.94 2.56 3.61 -0.275
C -10.71 3.20 4.58 -0.622
C -12.03 2.46 4.56 -0.694
N -11.81 1.04 4.97 -0.384
C -13.04 0.26 4.55 -0.705
C -13.08 -1.05 5.35 -0.670
O -11.95 -1.82 4.92 -0.244
C -11.83 -3.04 5.52 -0.754
H -8.26 2.76 4.81 0.319
H -8.39 3.92 3.48 0.282
H -8.08 2.19 3.06 0.216
H -10.96 4.21 4.25 0.359
H -10.18 3.23 5.54 0.410
H -12.54 2.63 3.61 0.370
H -12.72 2.97 5.23 0.409
H -11.08 0.62 4.41 0.282
H -12.96 0.07 3.48 0.326
H -13.93 0.88 4.66 0.502
H -14.02 -1.60 5.24 0.427
H -13.00 -0.80 6.41 0.351
H -12.56 -3.74 5.13 0.262
H -12.02 -2.89 6.59 0.332
H -10.79 -3.30 5.34 0.218
C -3.72 1.65 8.69 -0.752
O -2.58 2.22 9.32 -0.338
C -2.52 1.99 10.73 -0.647
C -1.26 2.52 11.43 -0.636
N -1.03 3.91 11.01 -0.247
C 0.38 4.29 10.91 -0.845
C 1.15 4.34 12.28 -0.470
O 1.16 5.66 12.95 -0.409
C -0.14 6.12 13.30 -0.603
H -3.54 0.58 8.81 0.302
H -3.84 1.68 7.61 0.278
H -4.69 2.04 9.02 0.288
H -2.57 0.93 10.95 0.422
H -3.39 2.56 11.07 0.357
H -0.43 1.86 11.16 0.379
H -1.39 2.45 12.51 0.269
H -1.50 4.09 10.13 0.266
H 0.43 5.25 10.41 0.468
H 0.80 3.59 10.20 0.511
H 2.18 4.00 12.14 0.338
H 0.71 3.59 12.94 0.341
H -0.58 6.51 12.38 0.231
H -0.20 6.86 14.10 0.265
H -0.72 5.28 13.69 0.235
C -17.02 -5.62 1.18 -0.713
O -17.56 -4.29 1.03 -0.362
C -18.26 -4.06 -0.18 -0.347
C -18.36 -2.57 -0.34 -0.806
N -17.03 -1.83 -0.44 -0.445
C -16.38 -1.89 -1.79 -0.590
C -14.93 -1.42 -1.57 -0.583
O -14.06 -2.35 -0.91 -0.319
C -12.74 -1.88 -0.72 -0.718
H -16.09 -5.65 0.62 0.288
H -17.80 -6.31 0.87 0.316
H -16.65 -5.65 2.21 0.238
H -19.24 -4.54 -0.16 0.382
H -17.59 -4.53 -0.90 0.344
H -18.72 -2.12 0.58 0.302
H -18.96 -2.23 -1.19 0.415
H -16.39 -2.38 0.11 0.286
H -16.94 -1.34 -2.54 0.396
H -16.42 -2.92 -2.14 0.304
H -15.08 -0.47 -1.06 0.340
H -14.57 -1.13 -2.55 0.460
H -11.99 -2.59 -1.09 0.241
H -12.57 -1.68 0.33 0.211
H -12.57 -0.87 -1.10 0.361
C 10.31 -2.81 13.09 -0.757
O 9.22 -1.92 12.88 -0.286
C 8.24 -2.02 13.93 -0.402
C 7.00 -1.17 13.59 -0.916
N 6.07 -1.67 12.50 -0.352
C 6.62 -1.54 11.15 -0.499
C 5.61 -1.95 10.09 -0.517
O 5.14 -3.30 10.25 -0.328
C 4.13 -3.58 9.25 -0.767
H 10.79 -2.55 14.03 0.301
H 11.06 -2.75 12.30 0.242
H 9.99 -3.84 13.25 0.325
H 8.66 -1.79 14.91 0.479
H 7.86 -3.04 13.88 0.298
H 7.19 -0.13 13.33 0.380
H 6.38 -1.05 14.48 0.380
H 5.86 -2.66 12.59 0.247
H 7.58 -2.03 10.96 0.271
H 6.88 -0.50 10.98 0.322
H 6.04 -1.87 9.09 0.389
H 4.75 -1.28 10.13 0.322
H 4.39 -3.29 8.23 0.307
H 3.14 -3.26 9.56 0.294
H 4.04 -4.67 9.18 0.267
C -2.64 0.86 -11.52 -0.780
O -2.63 1.21 -12.90 -0.283
C -1.53 2.07 -13.19 -0.582
C -1.69 2.46 -14.70 -0.798
N -1.43 1.33 -15.61 -0.376
C -1.40 1.60 -17.07 -0.692
C -1.32 0.26 -17.86 -0.533
O -2.52 -0.49 -17.76 -0.307
C -2.46 -1.68 -18.61 -0.724
H -2.60 1.70 -10.82 0.297
H -1.79 0.21 -11.31 0.317
H -3.51 0.27 -11.22 0.256
H -0.59 1.53 -13.10 0.322
H -1.47 2.93 -12.52 0.441
H -1.05 3.34 -14.77 0.451
H -2.75 2.64 -14.85 0.382
H -2.27 0.82 -15.39 0.268
H -0.57 2.30 -17.20 0.420
H -2.31 2.09 -17.42 0.305
H -0.49 -0.35 -17.51 0.343
H -1.11 0.54 -18.90 0.411
H -1.72 -2.40 -18.24 0.301
H -2.25 -1.42 -19.64 0.293
H -3.36 -2.29 -18.56 0.267
```

The calculation puts the relative energy (zero: lowest compared OMol25 entry of this formula, charge and spin) at 721.0 kJ/mol. The SMILES is CC1(C)CCCC(C)(C)N1O.CC1(C)CCCC(C)(C)N1O.CC1(C)CCCC(C)(C)N1O.CC1(C)CCCC(C)(C)N1O.CC1(C)CCCC(C)(C)N1O.COCCNCCOC.COCCNCCOC.COCCNCCOC.COCCNCCOC.COCCNCCOC. The calculation puts the gap between HOMO and LUMO at 8.476 eV. Its LUMO energy is 0.448 eV. The HOMO energy comes out at -8.03 eV.

Record 3
The molecule C4H5N3O at a distorted geometry, computed with wB97M-V/def2-TZVPD.

```
13
Properties=species:S:1:pos:R:3:mulliken_charge:R:1
N 0.98 -0.65 1.86 -0.317
C 1.18 0.19 0.81 0.582
O 2.12 0.91 0.71 -0.569
N 0.12 0.19 -0.15 0.103
C -1.05 -0.54 -0.24 -0.066
C -1.62 -0.12 -1.40 -0.528
N -0.84 0.79 -2.03 -0.581
C 0.17 0.99 -1.27 -0.038
H 0.16 -1.23 1.98 0.165
H 1.72 -0.64 2.54 0.236
H -1.36 -1.16 0.55 0.293
H -2.60 -0.37 -1.81 0.368
H 1.01 1.64 -1.55 0.351
```

The calculation puts the relative energy (zero: lowest compared OMol25 entry of this formula, charge and spin) at 31.2 kJ/mol. The SMILES is NC(=O)n1ccnc1. The calculation puts the gap between HOMO and LUMO at 9.986 eV. Its LUMO energy is 0.638 eV. The HOMO energy comes out at -9.35 eV.

Record 4
The molecule C4H4O2 at a distorted geometry, computed with wB97M-V/def2-TZVPD.

```
10
Properties=species:S:1:pos:R:3:mulliken_charge:R:1
O -2.00 0.08 0.09 -0.518
C -0.65 0.03 -0.08 0.848
C 0.15 1.20 -0.15 -0.754
C 1.47 0.56 0.13 -0.306
O 1.38 -0.75 -0.02 -0.275
C 0.03 -1.02 -0.13 -0.382
H -2.30 -0.86 -0.04 0.308
H -0.28 2.13 -0.06 0.433
H 2.48 0.77 0.10 0.427
H -0.28 -2.14 0.14 0.219
```

The calculation puts the relative energy (zero: lowest compared OMol25 entry of this formula, charge and spin) at 207.0 kJ/mol. The SMILES is Oc1ccoc1. The calculation puts the gap between HOMO and LUMO at 9.518 eV. Its LUMO energy is 0.818 eV. The HOMO energy comes out at -8.70 eV.

Record 5
A structure of composition C5H6O2S at a distorted geometry, computed with wB97M-V/def2-TZVPD.

```
14
Properties=species:S:1:pos:R:3:mulliken_charge:R:1
C -1.56 -1.97 -1.86 0.080
C -0.74 -0.76 0.04 0.016
C 0.28 -0.21 0.79 -0.572
C 1.13 0.86 0.27 0.231
C 1.36 2.10 1.10 -0.414
H -1.53 -2.98 -0.95 0.284
H -1.58 -1.28 0.78 0.264
H 0.22 -0.50 1.85 0.275
H 1.14 0.97 -0.87 0.347
H 1.22 2.96 0.39 0.238
H 0.79 2.23 2.12 0.235
O -1.17 -0.56 -1.25 -0.327
O 2.43 1.09 0.93 -0.418
S -1.99 -1.94 -3.33 -0.238
```

The calculation puts the relative energy (zero: lowest compared OMol25 entry of this formula, charge and spin) at 516.3 kJ/mol. The calculation puts the gap between HOMO and LUMO at 8.559 eV. Its LUMO energy is -0.393 eV. The HOMO energy comes out at -8.95 eV.